Molecular formula: C2H6FN
Method: DFT, wB97M-V/def2-TZVPD

Strongest force on any atom: 5.3 eV Å⁻¹
LUMO level (spin up / spin down): 0.0323 / -0.1720 Eh
ΔE to the lowest compared entry with this formula, charge and spin: 65.2 kcal per mole
Calculated total energy: -234.1472 hartree
HOMO level (spin up / spin down): -3.5 / -13.2 eV
Molar mass: 63.1 g mol⁻¹

The geometry in ORCA input format:
```
! wB97M-V def2-TZVPD RIJCOSX def2/J DEFGRID3
* xyz 0 3
C 0.426 0.602 -0.837
C -0.389 0.196 0.449
N -0.579 -1.166 0.396
F 0.491 0.564 1.549
H 1.094 -0.272 -1.108
H 1.113 1.468 -0.498
H -0.387 0.912 -1.643
H -1.293 0.893 0.455
H 0.084 -1.716 -0.136
H -0.560 -1.481 1.375
*
```

Molecular formula: C20H15ClF3N2O8S4
Method: DFT, wB97M-V/def2-TZVPD

Strongest force on any atom: 3.7 eV Å⁻¹
LUMO level: 0.0442 Eh
ΔE to the lowest compared entry with this formula, charge and spin: 3.7 kcal per mole
Calculated total energy: -3834.9554 hartree
HOMO level: -3.0 eV
Molar mass: 632.1 g mol⁻¹

The geometry in ORCA input format:
```
! wB97M-V def2-TZVPD RIJCOSX def2/J DEFGRID3
* xyz -1 1
O -3.900 -4.422 2.403
N -3.315 -3.318 2.478
O -3.909 -2.222 2.337
C -1.916 -3.298 2.740
C -1.247 -2.067 2.848
C 0.125 -2.033 3.084
C 0.855 -3.230 3.195
S 2.656 -3.225 3.392
C 3.186 -2.899 1.779
Cl 4.796 -2.633 1.429
O 2.921 -2.070 4.219
O 3.036 -4.549 3.836
C 0.183 -4.453 3.104
C -1.190 -4.493 2.877
H -1.829 -1.155 2.731
H 0.622 -1.067 3.168
H 2.664 -3.472 1.008
H 0.744 -5.379 3.204
H -1.711 -5.442 2.783
F 1.516 3.550 -2.326
C 0.982 4.585 -1.620
F 1.078 5.720 -2.350
F -0.335 4.336 -1.377
S 1.953 4.650 -0.045
N 1.274 6.048 0.620
S 1.946 7.720 0.277
C 0.794 8.578 -0.809
C 1.319 9.139 -1.978
C 0.485 9.874 -2.827
C -0.859 10.066 -2.498
C -1.365 9.548 -1.306
C -0.532 8.821 -0.444
O 1.856 8.316 1.576
O 3.210 7.549 -0.389
S 0.379 5.887 2.099
C -0.361 4.285 1.884
C -1.725 4.236 1.584
C -2.341 2.996 1.414
C -1.602 1.818 1.537
C -0.238 1.876 1.836
C 0.381 3.108 2.053
O 1.294 5.871 3.202
O -0.668 6.864 1.985
H 2.374 9.005 -2.205
H 0.896 10.307 -3.742
H -1.510 10.631 -3.170
H -2.410 9.719 -1.031
H -0.915 8.452 0.501
H -2.289 5.162 1.493
H -3.414 2.957 1.209
H -2.101 0.851 1.425
H 0.340 0.951 1.927
H 1.423 3.153 2.368
*
```

Molecular formula: C20H26ClN3O3
Method: DFT, wB97M-V/def2-TZVPD

Strongest force on any atom: 17.3 eV Å⁻¹
LUMO level: -0.0074 Eh
ΔE to the lowest compared entry with this formula, charge and spin: 523.7 kcal per mole
Calculated total energy: -1627.1575 hartree
HOMO level: -8.1 eV
Molar mass: 391.9 g mol⁻¹

The geometry in ORCA input format:
```
! wB97M-V def2-TZVPD RIJCOSX def2/J DEFGRID3
* xyz 0 1
C -3.544 -2.588 -0.411
C -2.297 -3.578 -0.715
H -2.172 -3.690 -1.806
H -2.566 -4.529 -0.190
O -1.193 -3.240 -0.351
C -0.570 -2.337 -0.945
O -0.990 -2.068 -1.946
C 0.710 -1.762 -0.504
C 1.054 -2.252 0.792
N 2.168 -1.911 1.561
C 2.917 -0.784 1.009
C 4.035 -0.524 1.612
C 5.102 -0.002 1.004
C 4.929 0.690 -0.169
C 3.766 0.281 -1.044
C 2.684 -0.489 -0.184
C 1.560 -0.944 -0.920
N 1.119 -0.238 -2.059
C 1.197 1.364 -2.371
H 0.744 1.494 -3.217
C 0.066 1.901 -1.409
C -1.464 1.567 -1.396
N -2.257 1.777 -0.382
C -2.050 0.878 0.892
C -3.188 1.102 1.421
H -2.929 0.380 2.564
O -3.389 2.078 2.066
C -3.574 3.257 0.920
C -2.507 3.003 0.093
H -2.609 3.615 -0.823
H -1.522 3.549 0.439
H -3.777 4.079 1.217
H -4.491 2.821 0.442
H -4.103 0.423 1.126
H -1.890 -0.272 0.400
H -1.041 1.344 1.307
H -1.729 2.030 -2.574
H -1.384 0.428 -1.532
H 0.177 3.035 -1.388
H 0.306 1.751 -0.214
H 2.153 1.632 -2.000
H 0.203 -0.575 -2.302
H 3.604 0.537 -1.922
Cl 6.121 1.373 -0.935
H 5.871 0.523 1.576
C 4.478 -1.217 3.085
H 4.489 -2.346 3.106
H 5.343 -0.883 3.601
H 3.475 -0.828 3.598
H 0.357 -2.959 1.411
H -4.500 -2.994 -0.871
H -3.652 -2.287 0.506
H -3.240 -1.618 -1.169
*
```

Molecular formula: C5H6
Method: DFT, wB97M-V/def2-TZVPD

Strongest force on any atom: 4.1 eV Å⁻¹
LUMO level: 0.0442 Eh
ΔE to the lowest compared entry with this formula, charge and spin: 16.4 kcal per mole
Structure (SMILES): C1=CCC=C1
Calculated total energy: -194.0543 hartree
HOMO level: -8.6 eV
Molar mass: 66.1 g mol⁻¹

The geometry in ORCA input format:
```
! wB97M-V def2-TZVPD RIJCOSX def2/J DEFGRID3
* xyz 0 1
C -1.088 -0.285 0.034
C 0.066 -1.174 -0.023
C 1.213 -0.478 0.014
C 0.894 0.935 0.024
C -0.404 1.093 0.028
H -1.897 -0.102 -0.799
H -1.862 -0.434 0.889
H 0.073 -2.320 -0.124
H 2.221 -0.954 0.096
H 1.717 1.701 -0.033
H -0.933 2.018 -0.106
*
```

Molecular formula: C26H51N3O6
Method: DFT, wB97M-V/def2-TZVPD

Strongest force on any atom: 1.0 eV Å⁻¹
LUMO level (spin up / spin down): 0.0154 / 0.0069 Eh
Calculated total energy: -1636.8808 hartree
HOMO level (spin up / spin down): -8.1 / -9.2 eV
Molar mass: 501.7 g mol⁻¹

The geometry in ORCA input format:
```
! wB97M-V def2-TZVPD RIJCOSX def2/J DEFGRID3
* xyz 0 3
C 3.797 0.597 2.324
C 2.941 1.652 1.682
O 3.251 2.804 1.545
O 1.723 1.171 1.266
C 1.684 0.948 -0.163
C 1.255 -0.490 -0.471
C 1.775 -1.010 -1.825
C 3.046 -1.879 -1.735
C 4.343 -1.073 -1.614
N 5.486 -1.792 -1.016
C 5.660 -3.135 -1.366
O 5.741 -4.039 -0.578
O 5.777 -3.352 -2.699
H 3.286 0.195 3.203
H 4.763 1.024 2.588
H 3.914 -0.233 1.619
H 2.664 1.162 -0.603
H 0.961 1.652 -0.585
H 0.161 -0.507 -0.508
H 1.552 -1.148 0.351
H 1.961 -0.164 -2.501
H 0.996 -1.630 -2.278
H 3.094 -2.485 -2.648
H 2.940 -2.579 -0.899
H 4.194 -0.171 -1.017
H 4.639 -0.711 -2.609
H 5.433 -1.775 -0.003
H 5.645 -2.529 -3.188
C -0.961 3.347 5.858
C 0.197 2.339 5.643
C 0.323 1.918 4.173
C -0.725 0.916 3.701
C -0.778 -0.288 4.638
C -1.022 0.110 6.093
N 0.018 1.118 6.492
O 1.134 0.569 6.829
C -2.453 0.639 6.258
C -0.881 -1.101 7.007
C 1.490 3.035 6.054
H -1.742 2.958 6.502
H -0.593 4.248 6.347
H -1.419 3.646 4.914
H 1.311 1.470 4.025
H 0.296 2.812 3.548
H -1.706 1.395 3.625
H -0.467 0.584 2.695
H -1.562 -0.985 4.330
H 0.171 -0.830 4.574
H -2.614 1.009 7.272
H -3.150 -0.181 6.086
H -2.713 1.428 5.557
H 0.075 -1.600 6.877
H -1.676 -1.810 6.775
H -0.975 -0.810 8.054
H 1.491 3.258 7.121
H 1.560 3.974 5.502
H 2.369 2.437 5.829
C -2.017 1.168 -6.287
C -1.614 -0.264 -5.855
C -2.315 -1.339 -6.699
C -3.782 -1.567 -6.351
C -3.941 -1.830 -4.856
C -3.350 -0.710 -3.999
N -1.919 -0.499 -4.405
O -1.120 -1.346 -3.854
C -4.198 0.562 -4.142
C -3.370 -1.101 -2.527
C -0.109 -0.399 -6.060
H -2.535 1.713 -5.506
H -1.131 1.756 -6.523
H -2.654 1.161 -7.172
H -1.779 -2.284 -6.569
H -2.210 -1.063 -7.751
H -4.391 -0.714 -6.663
H -4.154 -2.426 -6.912
H -4.995 -1.947 -4.594
H -3.443 -2.771 -4.604
H -3.742 1.395 -3.606
H -5.179 0.378 -3.703
H -4.365 0.865 -5.172
H -2.876 -2.053 -2.351
H -4.407 -1.187 -2.200
H -2.880 -0.341 -1.916
H 0.436 0.273 -5.396
H 0.120 -0.126 -7.092
H 0.241 -1.413 -5.886
*
```

Q: Which of these has the highest calculated total energy?
A: C5H6